Entry from the Open Molecules 2025 dataset: a 11-piece molecular cluster, C22H66O20 overall in a non-equilibrium geometry (ωB97M-V with the def2-TZVPD basis set).

## Properties
ΔE to the lowest compared entry with this formula, charge and spin: 126.79 kcal per mole
largest force on an atom: 5.0 eV/Å
E_LUMO: -0.14 eV
2S+1: 1
SMILES: OCCO.OCCO.OCCO.OCCO.OCCO.OCCO.OCCO.OCCO.OCCO.CCO.CCO
E: -2382.2351 hartree
E_HOMO: -9.2 eV

```
108
C22H66O20, DFT ωB97M-V with the def2-TZVPD basis set
O -4.963 -4.320 -4.011
C -5.460 -4.963 -2.862
C -6.868 -4.660 -2.507
O -7.892 -5.308 -3.340
H -5.721 -4.251 -4.595
H -5.553 -6.022 -3.103
H -4.767 -4.823 -2.032
H -7.111 -3.601 -2.413
H -7.094 -4.997 -1.495
H -8.443 -4.608 -3.699
O -3.457 6.382 -0.164
C -3.390 6.951 -1.475
C -4.852 6.734 -1.951
O -5.858 7.480 -1.204
H -2.595 6.135 0.179
H -3.160 8.010 -1.361
H -2.615 6.424 -2.032
H -4.951 5.650 -1.885
H -4.998 6.980 -3.003
H -5.686 7.421 -0.261
O -0.139 3.184 -4.833
C -0.725 2.787 -6.063
C -2.171 3.275 -6.236
O -2.110 4.685 -6.468
H -0.574 2.566 -4.240
H -0.160 3.242 -6.877
H -0.575 1.718 -6.217
H -2.757 3.108 -5.332
H -2.731 2.801 -7.042
H -1.531 4.670 -7.233
O 6.320 0.408 -5.524
C 5.367 1.129 -4.739
C 6.416 1.666 -3.715
O 6.898 0.712 -2.854
H 6.675 -0.219 -4.888
H 4.895 1.809 -5.448
H 4.721 0.419 -4.221
H 5.690 2.301 -3.209
H 7.249 2.305 -4.008
H 6.278 -0.019 -2.902
O -3.619 0.968 5.623
C -4.466 1.329 6.717
C -3.957 2.458 7.533
O -4.051 3.526 6.737
H -4.042 0.282 5.102
H -5.439 1.552 6.281
H -4.781 0.492 7.340
H -3.029 2.294 8.080
H -4.660 2.558 8.360
H -3.559 3.162 5.998
O -6.764 -0.547 1.006
C -7.455 0.696 0.911
C -7.416 1.129 -0.596
O -6.029 1.113 -1.085
H -5.935 -0.276 0.605
H -8.508 0.532 1.136
H -7.001 1.495 1.498
H -7.845 2.117 -0.761
H -7.984 0.474 -1.257
H -6.000 1.309 -2.024
O 8.129 0.010 4.335
C 7.781 -1.294 3.851
C 6.273 -1.421 3.521
O 5.792 -0.739 2.357
H 8.275 0.530 3.541
H 8.319 -1.420 2.911
H 7.986 -2.079 4.579
H 5.681 -1.137 4.391
H 6.009 -2.470 3.385
H 5.379 0.107 2.546
O 0.118 4.178 4.226
C 1.305 4.884 3.984
C 2.343 4.738 5.142
O 2.951 3.396 5.171
H 0.286 3.247 4.065
H 1.808 4.627 3.051
H 1.080 5.942 4.120
H 1.882 4.872 6.121
H 3.089 5.494 4.896
H 3.727 3.394 5.737
O 6.510 -6.726 -4.123
C 7.479 -5.859 -3.379
C 6.873 -5.205 -2.071
O 5.983 -4.085 -2.306
H 6.651 -7.648 -3.894
H 8.383 -6.397 -3.093
H 7.839 -5.226 -4.189
H 7.617 -4.791 -1.389
H 6.334 -5.927 -1.458
H 5.208 -4.537 -2.646
C 0.679 -7.356 2.352
C 2.017 -6.879 2.822
O 2.924 -7.938 2.844
H 0.281 -8.192 2.927
H 0.651 -7.623 1.296
H 0.006 -6.528 2.580
H 2.143 -6.261 3.711
H 2.296 -6.174 2.038
H 3.302 -7.948 3.726
C 0.329 -1.104 -0.269
C -0.145 0.008 0.599
O -0.371 1.158 -0.212
H 0.940 -0.744 -1.097
H -0.395 -1.707 -0.817
H 0.987 -1.764 0.296
H 0.542 0.096 1.441
H -1.088 -0.359 1.004
H -1.257 1.034 -0.561
```